(1)
Density functional theory data (ωB97M-V/def2-TZVPD) for C14H31NO11V as an isolated structure at a distorted geometry.

The geometry in XYZ format:
```
58
Properties=species:S:1:pos:R:3:forces:R:3
V 0.55971 -1.10602 0.68098 3.23 0.67 3.03
O 0.67825 -2.49043 2.44922 -4.47 -2.31 -1.67
O 3.69668 0.52482 0.35728 1.35 1.70 -4.41
O 1.65673 -2.38783 -3.24880 0.13 0.19 0.12
O -0.62831 -0.07942 0.77193 -0.31 0.08 -0.67
O -1.81145 -2.36289 1.03195 -0.93 -0.81 -0.07
O 2.41066 -2.04939 3.66830 -2.08 -0.82 3.98
O 2.73354 -1.32737 0.27155 0.14 -4.66 -1.47
O 1.12884 1.87582 3.99310 -0.79 -0.24 0.28
O 1.68276 0.16216 -0.64123 -2.40 2.45 -3.78
O -0.30121 1.78038 -1.56549 -0.46 0.76 0.09
O 1.35792 -0.51252 2.68587 -3.00 3.79 -0.53
N 0.12953 -2.59961 -0.97113 0.02 -0.02 -0.23
C 0.55202 -1.50173 -3.17605 -0.37 -0.14 0.03
C 1.24765 -1.68673 3.25099 8.93 -0.37 -4.82
C 2.84766 -1.69157 -3.61992 -0.65 -0.64 -0.11
C -0.76492 2.78902 2.91220 -0.52 0.21 0.10
C -0.26591 2.06945 4.14307 0.75 -0.12 -0.22
C -0.49732 -2.01521 -2.16954 -0.18 0.36 -0.68
C -0.53386 2.84333 5.41053 -0.80 0.42 0.32
C 2.90621 -0.18425 -0.34698 -1.36 -0.10 9.85
C -0.27036 2.47667 -3.80059 0.57 1.00 -0.09
C -1.95918 -3.34493 0.06317 0.25 -0.93 -0.70
C -0.58428 -3.77823 -0.45501 -0.51 0.13 0.48
C 0.11470 2.87034 -2.35333 -0.07 -1.05 -0.98
C -3.05556 -2.09509 1.65035 0.85 1.00 -0.14
C -0.53256 4.18601 -1.94697 0.01 -0.50 0.50
H -2.86764 -1.34972 2.42230 0.11 -0.13 0.09
H -0.24733 3.89522 5.32360 0.31 -0.04 -0.12
H 0.84388 -0.48151 -2.92579 0.26 -0.12 0.20
H -1.61422 2.87168 5.59124 -0.08 -0.06 0.06
H 1.12907 1.04550 3.45693 1.17 -0.39 -0.19
H 2.67505 -1.14616 -4.55357 -0.03 0.31 0.06
H -0.04111 -4.25199 0.36367 0.32 0.41 0.05
H -0.22858 4.99101 -2.61704 -0.34 -0.03 -0.22
H 1.20768 2.92709 -2.35356 0.07 0.26 0.27
H -1.14014 -2.70870 -2.72501 0.16 -0.62 0.29
H -0.77036 1.09558 4.18110 0.03 -0.10 0.21
H 1.02555 -2.92010 -1.33364 0.41 0.17 0.53
H -0.35018 3.79906 2.95802 -0.10 0.10 -0.33
H -0.06947 2.43372 6.30765 0.18 -0.20 -0.19
H 0.37767 1.65744 -4.11113 -0.21 -0.18 -0.03
H 3.57159 -2.46790 -3.86415 0.26 0.13 0.39
H -0.45650 2.27836 2.00071 0.12 -0.02 0.07
H 0.10035 -1.51344 -4.17468 -0.27 0.33 -0.02
H 0.48137 1.24991 -1.33205 0.50 -0.33 0.70
H -1.17373 -1.19193 -1.93286 0.24 0.17 0.30
H -1.32223 2.21126 -3.90645 -0.01 -0.13 0.24
H -1.86009 2.81892 2.91386 -0.07 0.24 -0.06
H -3.48828 -2.99333 2.09677 -0.13 -0.09 -0.12
H -1.60510 3.97943 -1.93024 -0.13 0.46 -0.27
H -3.70434 -1.60655 0.91676 -0.41 -0.29 0.00
H -2.52801 -4.19640 0.45990 0.25 -0.30 0.15
H 3.13316 -1.03417 -2.79927 0.33 0.02 -0.15
H -2.54334 -3.05623 -0.82342 -0.21 0.65 0.11
H -0.68331 -4.53355 -1.24237 -0.28 0.00 -0.12
H -0.27732 4.51415 -0.93827 0.21 -0.30 0.07
H -0.07205 3.31858 -4.47448 -0.01 -0.01 -0.17
```
Forces are in eV/Å.

The HOMO energy (alpha / beta) is -0.649 / -0.675 eV. The spin multiplicity is 2. The calculation puts the total energy at -2378.37670 Ha. The LUMO energy (alpha / beta) comes out at 4.558 / 4.558 eV. The total charge is -2.

natural (NBO) charges in e: atom 1 (V): 1.565, atom 2 (O): -0.813, atom 3 (O): -0.694, atom 4 (O): -0.570, atom 5 (O): -0.652, atom 6 (O): -0.506, atom 7 (O): -0.736, atom 8 (O): -0.822, atom 9 (O): -0.761, atom 10 (O): -0.879, atom 11 (O): -0.761, atom 12 (O): -0.800, atom 13 (N): -0.633, atom 14 (C): -0.073, atom 15 (C): 0.887, atom 16 (C): -0.242, atom 17 (C): -0.623, atom 18 (C): 0.082, atom 19 (C): -0.244, atom 20 (C): -0.608, atom 21 (C): 0.874, atom 22 (C): -0.617, atom 23 (C): -0.057, atom 24 (C): -0.232, atom 25 (C): 0.100, atom 26 (C): -0.238, atom 27 (C): -0.628, atom 28 (H): 0.215, atom 29 (H): 0.185, atom 30 (H): 0.216, atom 31 (H): 0.178, atom 32 (H): 0.528, atom 33 (H): 0.146, atom 34 (H): 0.241, atom 35 (H): 0.186, atom 36 (H): 0.164, atom 37 (H): 0.159, atom 38 (H): 0.154, atom 39 (H): 0.425, atom 40 (H): 0.181, atom 41 (H): 0.206, atom 42 (H): 0.203, atom 43 (H): 0.178, atom 44 (H): 0.258, atom 45 (H): 0.149, atom 46 (H): 0.529, atom 47 (H): 0.230, atom 48 (H): 0.195, atom 49 (H): 0.170, atom 50 (H): 0.155, atom 51 (H): 0.201, atom 52 (H): 0.161, atom 53 (H): 0.155, atom 54 (H): 0.217, atom 55 (H): 0.143, atom 56 (H): 0.164, atom 57 (H): 0.221, atom 58 (H): 0.171


(2)
Density functional theory data (ωB97M-V/def2-TZVPD) for a 2-piece molecular cluster, C14H31NO3S overall at a distorted geometry.

The geometry in XYZ format:
```
50
Properties=species:S:1:pos:R:3:forces:R:3
S 3.93654 0.02399 -0.69112 -0.12 -0.38 -0.56
O 1.83439 -0.23231 3.98011 -0.44 -0.80 -0.60
O 1.76027 1.82107 3.18151 0.26 0.88 -1.14
O 0.91116 1.35128 5.15769 -1.73 1.36 3.37
N -1.24095 -1.17440 -3.28833 -0.16 0.22 0.02
C -0.88330 2.28595 2.40297 -0.14 -0.11 -0.09
C 1.43922 1.03149 4.17643 1.23 -1.59 -1.38
C 1.33696 3.18516 3.33474 -0.35 0.39 -0.63
C 2.84894 -0.62524 1.77172 -1.00 0.35 0.03
C -1.32936 -1.65555 -4.65580 0.20 -0.10 -0.24
C -2.49981 -0.81485 -2.65918 -0.09 0.10 0.18
C 2.46955 -0.10437 0.39374 1.27 0.37 0.39
C -1.75783 -3.11096 -4.88157 -0.06 0.01 -0.10
C -0.15793 3.45128 3.03429 0.33 -0.11 0.68
C -3.44541 -1.94585 -2.23813 -0.11 0.05 -0.01
C 1.07122 -2.01111 -2.95237 0.02 0.00 0.01
C 1.58945 -0.73260 2.65656 1.19 -0.14 -0.75
C -0.86428 3.98987 4.29202 0.33 -0.18 -0.18
C -0.35054 -1.91368 -2.41695 0.16 -0.16 -0.04
H -1.91144 2.58692 2.25987 -0.37 -0.01 -0.13
H 1.74197 -0.73300 -0.09055 -0.16 -0.25 -0.45
H 0.78188 -0.20906 2.16636 -0.35 0.39 0.15
H -0.35285 -1.51485 -5.12721 0.03 -0.01 0.09
H 3.36700 -1.57068 1.71023 0.24 -0.20 -0.02
H -1.22985 -3.80387 -4.22482 0.01 0.02 0.02
H 1.93408 3.74390 2.63280 0.36 -0.08 -0.35
H -0.89885 1.39834 3.02381 0.02 -0.16 0.28
H -1.88826 3.65597 4.36365 -0.41 0.05 -0.10
H 3.48399 0.11960 2.22024 0.47 0.10 0.25
H -1.53016 -3.40275 -5.90898 0.01 0.02 0.01
H -2.26391 -0.22227 -1.76856 0.10 -0.05 0.00
H 2.07977 0.89696 0.49130 -0.44 0.22 0.03
H 1.13126 -2.63053 -3.84803 0.01 0.01 0.00
H -0.82393 5.06847 4.26494 -0.22 0.38 0.17
H -0.49090 2.00606 1.43068 0.21 0.00 -0.18
H -0.30988 -1.39521 -1.45387 -0.17 0.05 -0.02
H 1.46900 -1.02252 -3.18680 -0.04 0.01 -0.03
H -0.17188 4.25755 2.31531 0.01 0.22 -0.37
H -0.36883 3.67023 5.19837 0.13 -0.21 0.20
H -3.03866 -0.13045 -3.32004 0.06 -0.05 -0.10
H 4.66775 0.94081 -0.03607 -0.34 -0.05 0.24
H 1.71957 -2.46448 -2.20019 -0.01 -0.03 -0.01
H -0.71995 -2.92991 -2.20631 0.04 -0.01 0.06
H 1.29693 -1.76964 2.69917 -0.15 -0.32 0.60
H -3.93805 -2.40495 -3.09397 0.05 -0.06 0.00
H -2.93174 -2.72400 -1.67266 0.02 0.00 -0.02
H -1.99856 -0.99630 -5.21403 -0.07 0.05 0.15
H -4.23224 -1.54365 -1.59611 0.02 0.01 0.00
H 1.58675 3.55496 4.31349 0.15 -0.15 0.51
H -2.82832 -3.25081 -4.74034 0.01 -0.04 0.08
```
Forces are in eV/Å.

The HOMO energy is -8.230 eV. The spin multiplicity is 1. The calculation puts the total energy at -1230.66522 Ha. The LUMO energy comes out at 0.598 eV. The total charge is 0. As for the SMILES: CC(C)COC(=O)OCCCS.CCN(CC)CC.

natural (NBO) charges in e: atom 1 (S): -0.056, atom 2 (O): -0.508, atom 3 (O): -0.521, atom 4 (O): -0.596, atom 5 (N): -0.453, atom 6 (C): -0.604, atom 7 (C): 0.990, atom 8 (C): -0.065, atom 9 (C): -0.436, atom 10 (C): -0.216, atom 11 (C): -0.204, atom 12 (C): -0.500, atom 13 (C): -0.638, atom 14 (C): -0.246, atom 15 (C): -0.635, atom 16 (C): -0.620, atom 17 (C): -0.071, atom 18 (C): -0.609, atom 19 (C): -0.211, atom 20 (H): 0.216, atom 21 (H): 0.217, atom 22 (H): 0.180, atom 23 (H): 0.192, atom 24 (H): 0.213, atom 25 (H): 0.203, atom 26 (H): 0.191, atom 27 (H): 0.205, atom 28 (H): 0.210, atom 29 (H): 0.220, atom 30 (H): 0.212, atom 31 (H): 0.186, atom 32 (H): 0.217, atom 33 (H): 0.205, atom 34 (H): 0.206, atom 35 (H): 0.207, atom 36 (H): 0.187, atom 37 (H): 0.217, atom 38 (H): 0.200, atom 39 (H): 0.224, atom 40 (H): 0.192, atom 41 (H): 0.122, atom 42 (H): 0.210, atom 43 (H): 0.159, atom 44 (H): 0.195, atom 45 (H): 0.201, atom 46 (H): 0.204, atom 47 (H): 0.196, atom 48 (H): 0.211, atom 49 (H): 0.199, atom 50 (H): 0.202